{"formula": "C2H2O2Zn", "method": "the ωB97M-V functional and the def2-TZVPD basis", "fmax_ha_per_bohr": 0.06779, "charge": 1, "mol_weight_g_mol": 123.4, "de_lowest_kj_mol": 184.1, "e_tot_ev": -54604.8166, "spin_multiplicity": 2, "species": ["C", "C", "O", "Zn", "H", "O", "H"], "coordinates": [[-1.300, 1.571, 0.069], [-0.360, 2.507, 0.042], [1.328, 1.725, -0.013], [0.999, -0.099, -0.003], [-0.364, 3.591, 0.100], [-0.900, 0.262, 0.079], [-1.630, -0.349, -0.084]], "forces_ev_per_angstrom": [[3.03, 1.71, -0.18], [1.34, -2.44, 0.10], [-3.22, 1.18, 0.03], [0.76, 1.60, 0.02], [0.39, -0.43, -0.07], [-1.99, -1.57, 0.13], [-0.31, -0.06, -0.03]]}


{"formula": "C6H6", "method": "the ωB97M-V functional and the def2-TZVPD basis", "fmax_ha_per_bohr": 0.02770, "charge": 0, "mol_weight_g_mol": 78.1, "de_lowest_kj_mol": 552.3, "e_tot_ev": -6313.4765, "spin_multiplicity": 1, "species": ["C", "C", "C", "C", "C", "C", "H", "H", "H", "H", "H", "H"], "coordinates": [[0.392, -1.327, 0.733], [0.783, 0.134, 0.657], [1.568, 0.968, -1.261], [0.411, 0.778, -0.762], [-0.920, 0.957, -1.175], [-2.069, 1.101, -1.505], [0.530, -1.725, 1.737], [-0.643, -1.463, 0.466], [0.990, -1.912, 0.056], [1.824, 0.272, 0.911], [0.215, 0.732, 1.354], [-3.085, 1.233, -1.802]], "forces_ev_per_angstrom": [[0.05, 0.14, 0.02], [-0.55, 0.10, -0.54], [1.21, 0.23, -0.44], [-0.51, -0.66, 1.15], [-0.83, 0.07, -0.17], [0.39, -0.06, 0.14], [0.07, 0.09, 0.11], [-0.42, -0.05, -0.11], [0.25, -0.26, -0.28], [0.37, 0.13, -0.18], [-0.16, 0.29, 0.27], [0.14, -0.01, 0.03]]}


{"formula": "C16H32Br16", "method": "the ωB97M-V functional and the def2-TZVPD basis", "fmax_ha_per_bohr": 0.03988, "charge": 0, "mol_weight_g_mol": 1502.9, "de_lowest_kj_mol": 207.5, "e_tot_ev": -1137790.6286, "spin_multiplicity": 1, "species": ["Br", "C", "C", "Br", "H", "H", "H", "H", "Br", "C", "C", "Br", "H", "H", "H", "H", "Br", "C", "C", "Br", "H", "H", "H", "H", "Br", "C", "C", "Br", "H", "H", "H", "H", "Br", "C", "C", "Br", "H", "H", "H", "H", "Br", "C", "C", "Br", "H", "H", "H", "H", "Br", "C", "C", "Br", "H", "H", "H", "H", "Br", "C", "C", "Br", "H", "H", "H", "H"], "coordinates": [[-0.817, 6.704, -1.576], [-2.394, 5.531, -1.757], [-1.958, 4.158, -2.429], [-0.629, 3.228, -1.174], [-3.216, 6.023, -2.277], [-2.798, 5.391, -0.755], [-1.417, 4.318, -3.362], [-2.845, 3.549, -2.607], [-2.366, -3.996, -0.421], [-2.857, -5.591, -1.520], [-1.663, -6.104, -2.370], [-2.220, -7.750, -3.364], [-3.704, -5.336, -2.157], [-3.180, -6.393, -0.856], [-0.920, -6.475, -1.664], [-1.328, -5.388, -3.120], [-2.386, -2.943, 5.754], [-2.087, -1.324, 4.671], [-0.692, -0.868, 4.825], [-0.469, 0.659, 3.605], [-2.760, -0.551, 5.043], [-2.337, -1.631, 3.656], [0.139, -1.547, 4.636], [-0.617, -0.418, 5.815], [-2.597, 3.776, 1.570], [-4.157, 2.525, 1.416], [-4.673, 2.801, 0.035], [-6.203, 1.490, -0.299], [-4.900, 2.780, 2.171], [-3.839, 1.491, 1.543], [-3.847, 2.700, -0.669], [-4.953, 3.855, 0.018], [1.596, 0.634, -6.164], [2.745, 1.955, -5.152], [2.105, 2.111, -3.787], [2.225, 0.479, -2.675], [2.644, 2.910, -5.668], [3.761, 1.571, -5.059], [1.065, 2.439, -3.768], [2.591, 2.933, -3.261], [2.984, -4.798, 1.738], [3.718, -3.742, 3.262], [3.482, -2.260, 3.094], [3.203, -1.521, 4.944], [4.779, -3.957, 3.391], [3.320, -4.190, 4.173], [2.529, -2.009, 2.629], [4.288, -1.775, 2.544], [6.397, 2.802, -0.762], [5.315, 1.227, -0.386], [3.914, 1.659, 0.032], [2.882, 0.090, 0.804], [5.803, 0.581, 0.343], [5.298, 0.659, -1.317], [3.422, 2.168, -0.797], [4.008, 2.370, 0.852], [-2.446, -0.606, 0.537], [-0.647, -0.139, -0.083], [0.001, -1.436, -0.498], [0.396, -2.562, 1.128], [-0.175, 0.388, 0.747], [-0.891, 0.504, -0.928], [0.961, -1.273, -0.988], [-0.585, -1.869, -1.309]], "forces_ev_per_angstrom": [[-0.82, -0.22, -0.18], [0.64, -1.24, -0.15], [0.20, 1.51, 1.38], [-0.93, 0.47, -1.47], [0.49, 0.12, -0.59], [0.46, -0.26, 0.03], [-0.04, -0.02, 0.23], [0.29, -0.29, 0.27], [-0.39, -1.18, -0.82], [0.32, -0.33, -0.64], [-1.03, -0.24, 0.84], [0.10, 0.76, 0.38], [0.16, 0.29, 0.14], [0.13, 0.29, 0.18], [0.33, 0.33, -0.51], [0.16, -0.20, 0.31], [0.06, 0.28, -0.03], [-0.73, -0.88, -0.37], [0.65, 1.03, 0.45], [0.13, -0.02, 0.09], [-0.08, -0.26, -0.16], [0.00, 0.19, 0.11], [-0.42, -0.10, -0.07], [0.47, -0.18, -0.06], [-0.81, -0.67, 0.66], [0.09, 0.15, 0.15], [-0.07, -0.25, 0.28], [1.21, 1.25, 0.01], [0.30, 0.14, 0.03], [0.34, 0.36, 0.04], [-0.46, -0.64, -0.32], [-0.84, -0.28, -0.37], [0.90, 0.74, 0.25], [-1.57, -0.77, 0.40], [0.12, 0.32, 0.45], [-0.04, 0.75, -0.64], [0.31, -0.25, -0.19], [-0.20, 0.07, -0.38], [-0.07, -0.54, -0.43], [0.49, -0.29, 0.28], [0.68, 0.37, 0.71], [0.32, -0.74, 0.23], [-0.78, -0.13, 0.66], [0.51, 0.00, -0.82], [0.07, 0.00, -0.66], [-0.68, 0.30, -0.33], [0.27, -0.27, 0.01], [-0.06, 0.15, 0.51], [-0.11, -0.15, 0.15], [-0.49, -0.76, -0.34], [0.69, -0.01, 0.74], [0.74, 1.34, -0.85], [0.07, 0.48, 0.17], [-0.13, 0.12, 0.01], [-0.43, -0.55, 0.19], [-0.23, -0.21, 0.08], [-0.30, 0.19, 0.18], [-0.64, -0.44, 0.14], [0.73, 0.56, -0.03], [-0.52, 0.66, -1.42], [0.07, -0.08, -0.28], [0.57, -0.08, 0.06], [0.18, 0.13, 0.57], [-0.31, -0.83, 0.75]]}